Entry from the OMol25 dataset: a 4-piece molecular cluster, C32H45BrF8NO12PS2 overall (ωB97M-V with the def2-TZVPD basis set).

Each line ends with the Löwdin charge.
CARTESIAN COORDINATES (ANGSTROEM)
1 H 1.879187 -1.901214 4.015088  0.0615
2 O -0.611876 -4.916455 1.425801  -0.2087
3 C 5.795506 -7.910306 -2.535225  -0.0811
4 O 4.669331 -5.779965 -2.026294  -0.1699
5 O -3.448229 0.764296 2.409839  0.1403
6 F -6.586518 -1.926683 1.415899  -0.1008
7 N 2.381443 -1.593224 1.148340  -0.0202
8 H 1.648314 2.523655 -0.827853  0.0902
9 C 2.035497 5.060026 -0.051421  -0.2791
10 C 0.592302 0.027105 1.180144  -0.0686
11 F -5.128457 -3.889034 0.574148  0.1461
12 F -5.166576 -5.589288 3.312254  0.1611
13 H 2.462138 6.049014 1.839372  0.0714
14 C 5.000962 -5.127173 -3.236943  -0.2814
15 H 3.775110 5.053113 1.218194  0.0820
16 O 0.619675 5.076584 -0.014520  -0.1856
17 F -4.380723 -3.542659 4.835203  0.2023
18 H 4.275160 -4.756853 -5.229552  0.0760
19 H 0.559462 1.142014 -1.108634  0.1359
20 H 0.079542 7.485590 -1.171031  0.0753
21 H 4.186277 -1.172804 2.163943  0.1148
22 H 4.282900 -7.496854 -1.073415  0.1171
23 O 3.232873 0.263410 -3.423554  0.1195
24 H -3.471209 3.923534 -4.275217  0.0649
25 C -1.224537 2.589201 2.437868  -0.8001
26 H -1.493176 5.639587 -5.137502  0.0667
27 C 1.573515 1.108806 0.785250  -0.0852
28 C 1.031185 -1.307905 1.366304  -0.2007
29 H 2.777288 -0.983208 0.454639  0.0982
30 C 0.375636 7.528074 -0.121566  -0.0649
31 C 2.604998 0.943016 -2.691546  -0.3644
32 Br -2.609468 3.954332 2.484184  0.7607
33 H -1.048357 6.066994 0.525109  0.0985
34 H -3.328832 6.462007 -4.201498  0.1073
35 O -5.316595 -1.145518 -0.472002  -0.2131
36 H -1.548676 4.007574 -3.182714  0.1070
37 O 0.663385 -4.321301 3.531022  -0.1706
38 C -5.496728 -4.352452 2.895745  -0.3322
39 O -0.463486 2.474882 3.320460  0.0821
40 H 5.637384 -8.988965 -2.509534  0.0754
41 C -3.058154 -0.288795 2.009423  -0.2911
42 H -0.664074 -4.807166 0.468337  0.0827
43 H -0.509815 5.093059 -2.280787  0.0969
44 O -5.917802 0.365409 1.343764  -0.1992
45 H 2.342141 -0.229395 3.613120  0.0759
46 C -1.201048 1.805551 1.147386  -0.1260
47 C -3.538423 5.871106 -3.302466  -0.2797
48 C 0.128913 -2.320345 1.781701  -0.1060
49 C -4.148786 4.530378 -3.672985  -0.0773
50 H -4.393619 3.961775 -2.774727  0.0807
51 C 0.027486 6.228004 0.579167  -0.2763
52 S 2.218034 -4.633903 1.027990  0.3868
53 H 6.001748 -5.425028 -3.571121  0.1062
54 H -2.186456 1.860044 0.703811  0.1085
55 O -2.044885 -3.658285 3.398405  0.1633
56 O 2.592516 0.762443 -1.362301  -0.0099
57 H -0.145902 8.358234 0.354219  0.0825
58 C 1.518275 1.451338 -0.699312  -0.1542
59 H 2.346056 4.295736 1.944790  0.0744
60 H 3.686120 -7.464011 -2.720615  0.1071
61 H -4.255653 6.444091 -2.714763  0.1183
62 C 2.691313 5.120065 1.317451  -0.0605
63 F -6.487725 -3.988580 4.967002  0.1875
64 C -4.480382 -3.930428 1.749748  -0.3597
65 F -6.743794 -4.427046 2.410027  0.1617
66 H 3.897749 -6.374085 -4.641344  0.0644
67 F -5.833267 -2.211831 3.932585  0.1776
68 H 2.997460 -4.990571 -4.024156  0.0804
69 H 0.282954 6.274239 1.643042  0.1097
70 C -3.653490 -2.674036 1.974913  0.0148
71 C -1.287057 5.064192 -3.045363  -0.2831
72 H -0.455424 6.697001 -4.185255  0.0799
73 H -5.061233 4.680295 -4.250426  0.0775
74 C -4.004386 -1.423845 1.696665  -0.0698
75 H -0.536381 2.352334 0.487666  0.1100
76 H 2.577468 0.822075 1.067479  0.1225
77 H 1.445213 7.742708 -0.085334  0.0686
78 O -2.380204 5.774849 -2.493241  -0.1638
79 P 0.646009 -4.073035 1.969086  0.2069
80 H 2.014871 1.792641 -3.062017  0.1494
81 H 3.474832 -1.315219 4.393280  0.0795
82 H 6.083581 -7.641294 -3.552400  0.0644
83 H 0.596792 -5.265150 3.731110  0.0981
84 C -5.530769 -3.486575 4.183008  -0.5537
85 H 0.117201 5.093608 -4.678236  0.0750
86 H 6.630747 -7.663629 -1.878331  0.0806
87 H 3.538998 -2.773480 2.432580  0.0494
88 C 3.266357 -1.727626 2.325882  -0.2510
89 H 1.339293 1.995317 1.363660  0.1060
90 C 4.536693 -7.186458 -2.087132  -0.2846
91 H 2.305760 4.121557 -0.538440  0.0882
92 C -0.747646 0.385636 1.361850  -0.0664
93 C 2.679532 -1.263586 3.653565  -0.0723
94 C -1.634255 -0.616923 1.788990  -0.0296
95 C -1.212242 -1.922251 2.019528  -0.0403
96 H 2.410591 5.862275 -0.696252  0.1141
97 C -2.267246 -2.859959 2.544290  -0.2806
98 C 3.983492 -5.327048 -4.347039  -0.0798
99 C -0.751811 5.658022 -4.337613  -0.0732
100 S -5.529697 -0.920925 0.913180  0.6588
101 F -3.590997 -4.946733 1.641412  0.1334
102 H 5.058803 -4.067691 -2.987243  0.1184

Cartesian forces (eV/Å) of the 3 atoms listed first:
H -0.22 -0.02 -0.05
O -0.52 0.40 0.40
C 0.06 0.10 -0.05

SMILES string: CCNc1c(CCOC=O)c(CC(=O)Br)c2c(c1P(O)(O)=S)C(=O)C(C(F)(F)C(F)(F)C(F)(F)F)=C(S(=O)(=O)F)C2=O.CCOCC.CCOCC.CCOCC
HOMO: -8.6 eV
Energy: -182714.9345 eV
Relative energy (zero: lowest compared OMol25 entry of this formula, charge and spin): 20.1 kJ/mol
Multiplicity: 1
LUMO: -0.0744 hartree